ORCA calculation (ωB97M-V/def2-TZVPD) on a single C19H18N2O5S molecule.

Positions of all 45 atoms, in Å:
1 C 2.260 -0.375 4.993
2 O 2.174 0.961 4.558
3 C 2.366 1.231 3.241
4 C 2.631 0.281 2.259
5 C 2.823 0.682 0.946
6 C 2.725 2.010 0.582
7 C 2.433 2.964 1.556
8 C 2.259 4.402 1.235
9 O 2.708 5.294 1.910
10 C 1.380 4.692 0.027
11 S -0.287 4.009 0.354
12 C -0.199 2.582 -0.609
13 N 0.669 2.290 -1.532
14 N 0.332 1.079 -2.002
15 C -0.723 0.683 -1.358
16 C -1.436 -0.559 -1.534
17 C -0.992 -1.442 -2.521
18 C -1.668 -2.637 -2.704
19 O -1.344 -3.579 -3.625
20 C -0.246 -3.335 -4.474
21 C -2.775 -2.946 -1.905
22 C -3.208 -2.064 -0.927
23 O -4.267 -2.279 -0.108
24 C -5.001 -3.473 -0.251
25 C -2.531 -0.857 -0.740
26 O -1.116 1.612 -0.442
27 C 2.281 2.575 2.879
28 H 2.091 -0.344 6.069
29 H 3.249 -0.800 4.795
30 H 1.492 -1.001 4.526
31 H 2.697 -0.767 2.503
32 H 3.044 -0.061 0.194
33 H 2.890 2.298 -0.444
34 H 1.735 4.216 -0.884
35 H 1.270 5.768 -0.105
36 H -0.137 -1.157 -3.108
37 H -0.178 -4.207 -5.123
38 H 0.684 -3.230 -3.907
39 H -0.403 -2.440 -5.083
40 H -3.265 -3.887 -2.088
41 H -5.791 -3.423 0.496
42 H -4.377 -4.352 -0.061
43 H -5.447 -3.552 -1.247
44 H -2.873 -0.174 0.020
45 H 2.071 3.311 3.640

SMILES: COc1cccc(C(=O)CSc2nnc(-c3cc(OC)cc(OC)c3)o2)c1
Charge: 0
Frontier orbital gap, eV: 8.712
E_LUMO, eV: 0.318
E_HOMO, eV: -8.394

ORCA calculation (ωB97M-V/def2-TZVPD) on a single C19H18N4O3S molecule.

Positions of all 45 atoms, in Å:
1 C -0.752 -3.266 -1.622
2 N -0.191 -2.247 -0.783
3 C 1.131 -2.075 -0.520
4 S 2.444 -2.982 -1.172
5 C 3.736 -2.002 -0.344
6 C 3.368 -1.698 1.103
7 O 3.017 -2.552 1.878
8 C 3.766 -0.300 1.559
9 C 3.338 0.812 0.607
10 O 4.011 1.112 -0.358
11 N 2.179 1.412 0.971
12 C 1.456 2.368 0.248
13 C 2.040 3.185 -0.714
14 C 1.269 4.120 -1.381
15 C -0.080 4.256 -1.099
16 C -0.661 3.445 -0.138
17 C 0.100 2.510 0.536
18 N 1.308 -1.115 0.347
19 N 0.102 -0.643 0.687
20 C -0.804 -1.303 0.012
21 C -2.226 -1.041 0.116
22 C -3.098 -1.171 -0.964
23 C -4.439 -0.884 -0.820
24 C -4.937 -0.456 0.409
25 O -6.263 -0.193 0.506
26 C -4.067 -0.305 1.485
27 C -2.727 -0.592 1.337
28 H -1.731 -3.554 -1.241
29 H -0.086 -4.130 -1.613
30 H -0.848 -2.913 -2.652
31 H 3.902 -1.094 -0.921
32 H 4.632 -2.625 -0.361
33 H 3.372 -0.146 2.564
34 H 4.860 -0.295 1.596
35 H 1.621 0.918 1.656
36 H 3.087 3.079 -0.942
37 H 1.730 4.750 -2.128
38 H -0.675 4.986 -1.626
39 H -1.714 3.538 0.087
40 H -0.355 1.865 1.274
41 H -2.729 -1.464 -1.934
42 H -5.121 -0.977 -1.649
43 H -6.478 0.105 1.399
44 H -4.446 0.038 2.438
45 H -2.047 -0.478 2.167

SMILES: Cn1c(SCC(=O)CC(=O)Nc2ccccc2)nnc1-c1ccc(O)cc1
Charge: 0
Frontier orbital gap, eV: 8.638
E_LUMO, eV: 0.470
E_HOMO, eV: -8.169

ORCA calculation (ωB97M-V/def2-TZVPD) on a molecular structure, C19H18NO2Re.

Positions of all 41 atoms, in Å:
1 C 0.841 -1.465 3.034
2 C -0.655 -1.661 3.102
3 C -1.053 -2.227 1.783
4 H -1.294 -1.438 3.883
5 C 0.142 -2.344 0.974
6 C 1.292 -1.910 1.707
7 H 2.306 -1.864 1.361
8 H 1.456 -1.121 3.807
9 H -2.048 -2.461 1.514
10 H 0.171 -2.807 -0.011
11 C -1.039 1.830 1.635
12 C -1.057 1.246 2.948
13 C 0.301 1.565 3.555
14 H -1.942 1.014 3.530
15 C 1.156 1.438 2.322
16 C 0.360 1.945 1.237
17 H 0.724 2.360 0.297
18 H -1.905 2.109 1.034
19 H 0.300 2.619 3.856
20 H 2.237 1.360 2.337
21 Re -0.110 -0.139 1.699
22 O -0.165 -0.077 -1.103
23 C -1.502 -0.651 -1.416
24 C -0.231 -0.981 -2.225
25 H -1.876 -1.537 -0.840
26 H -2.036 0.194 -1.853
27 H 0.215 -1.996 -2.138
28 H 1.124 -1.965 -4.413
29 C 0.789 -0.938 -4.522
30 C 0.110 -0.276 -3.472
31 C -0.227 1.081 -3.594
32 H -0.665 1.564 -2.733
33 C 0.077 1.764 -4.775
34 H -0.202 2.802 -4.842
35 C 0.697 1.098 -5.830
36 H 0.874 1.649 -6.771
37 C 1.084 -0.239 -5.703
38 H 1.581 -0.731 -6.529
39 O -0.585 0.019 6.640
40 C 0.028 0.390 5.731
41 N 0.729 0.781 4.783

2S+1: 4
Charge: +1
Frontier orbital gap (spin up / spin down), eV: 8.751 / 6.127
E_LUMO (spin up / spin down), eV: -2.186 / -5.528
E_HOMO (spin up / spin down), eV: -10.938 / -11.655

ORCA calculation (ωB97M-V/def2-TZVPD) on a gas-phase ion, C19H18NO5 (charge -1).

Positions of all 43 atoms, in Å:
1 C -3.274 -1.381 -4.931
2 C -3.349 -1.466 -3.437
3 O -2.246 -0.686 -2.860
4 C -2.291 -0.697 -1.521
5 O -3.121 -1.370 -0.925
6 C -1.202 0.169 -0.787
7 C -0.069 -0.747 -0.452
8 C 1.282 -0.392 0.125
9 C 2.498 -0.971 -0.429
10 O 2.547 -1.598 -1.509
11 C 3.844 -0.819 0.339
12 C 4.030 0.205 1.282
13 C 5.244 0.395 1.968
14 C 6.351 -0.420 1.701
15 C 6.207 -1.427 0.735
16 C 4.985 -1.610 0.064
17 C -1.788 0.917 0.398
18 C -2.835 0.380 1.174
19 C -3.279 1.030 2.320
20 C -2.677 2.248 2.679
21 N -3.051 2.844 3.917
22 O -2.436 3.878 4.261
23 O -3.980 2.356 4.593
24 C -1.683 2.844 1.860
25 C -1.259 2.185 0.709
26 H -4.071 -1.977 -5.376
27 H -3.407 -0.360 -5.281
28 H -2.328 -1.765 -5.308
29 H -4.304 -1.087 -3.061
30 H -3.249 -2.502 -3.100
31 H -0.871 0.900 -1.518
32 H -0.457 -1.441 0.296
33 H 0.218 -1.217 -1.388
34 H 1.346 -0.170 1.200
35 H 3.197 0.880 1.478
36 H 5.315 1.175 2.728
37 H 7.298 -0.270 2.228
38 H 7.057 -2.080 0.524
39 H 4.925 -2.384 -0.699
40 H -3.371 -0.523 0.875
41 H -3.997 0.555 2.987
42 H -1.187 3.764 2.156
43 H -0.563 2.637 -0.014

SMILES: CCOC(=O)[C@H](C/C=C(\[O-])c1ccccc1)c1ccc([N+](=O)[O-])cc1
Charge: -1
Frontier orbital gap, eV: 4.542
E_LUMO, eV: 1.551
E_HOMO, eV: -2.990

ORCA calculation (ωB97M-V/def2-TZVPD) on a molecular structure, C19H18NOPbS.

Positions of all 41 atoms, in Å:
1 C 0.901 -2.731 3.353
2 C -0.520 -2.832 3.281
3 C -0.881 -2.868 1.914
4 H -1.215 -2.792 4.127
5 C 0.310 -2.847 1.128
6 C 1.409 -2.733 2.009
7 H 2.467 -2.659 1.710
8 H 1.494 -2.692 4.278
9 H -1.902 -2.838 1.527
10 H 0.359 -2.903 0.034
11 C -0.802 2.261 1.297
12 C -0.890 2.293 2.702
13 C 0.379 2.729 3.215
14 H -1.793 2.100 3.286
15 C 1.224 3.017 2.081
16 C 0.487 2.731 0.924
17 H 0.806 2.894 -0.113
18 H -1.592 1.959 0.621
19 H 0.578 3.005 4.254
20 H 2.235 3.434 2.132
21 Pb 1.693 0.409 3.525
22 O -0.443 -0.244 -0.956
23 C -1.734 -0.645 -1.447
24 C -0.422 -0.954 -2.177
25 H -2.170 -1.484 -0.893
26 H -2.341 0.169 -1.851
27 H -0.094 -1.999 -2.094
28 H 0.997 -1.899 -4.213
29 C 0.755 -0.859 -4.390
30 C -0.022 -0.217 -3.396
31 C -0.446 1.102 -3.642
32 H -1.131 1.601 -2.949
33 C -0.020 1.785 -4.793
34 H -0.362 2.810 -4.943
35 C 0.801 1.160 -5.740
36 H 1.145 1.725 -6.617
37 C 1.161 -0.179 -5.550
38 H 1.750 -0.690 -6.307
39 S -2.011 -0.236 4.227
40 C -0.641 -0.038 4.988
41 N 0.480 0.154 5.457

Charge: +1
Frontier orbital gap (spin up / spin down), eV: 4.895 / 5.983
E_LUMO (spin up / spin down), eV: -6.340 / -5.250
E_HOMO (spin up / spin down), eV: -11.234 / -11.233

ΔE to the lowest compared entry with this formula, charge and spin / kJ/mol: 286.9; 119.0; 0.0; 152.7; 112.0